# C40H62BN3O5P2S2Ti

A molecular structure, C40H62BN3O5P2S2Ti (ωB97M-V/def2-TZVPD, the Open Molecules 2025 dataset).

The geometry in XYZ format:
```
116
Properties=species:S:1:pos:R:3
Ti 0.65451 0.60722 -0.33427
C -0.71791 -2.65244 -5.30167
C -0.46270 -2.35699 -3.82629
C -1.81404 -2.20290 -3.12279
C 0.26577 -3.53890 -3.17775
P 0.58123 -0.82186 -3.30088
C -0.57746 0.62253 -3.65839
N -1.54055 0.74323 -2.59237
B -1.27781 0.60924 -1.16968
N -2.61004 0.57966 -0.60853
C -3.05359 0.34320 0.74198
P -1.64737 0.30962 1.98363
C -2.53854 1.36202 3.32700
C -2.52752 2.77232 2.70980
C -3.96441 0.98408 3.73689
C -1.67282 1.39893 4.58584
C -1.64134 -1.54756 2.47152
C -0.37415 -1.76119 3.30788
C -2.86551 -2.08689 3.20634
C -1.44758 -2.32105 1.16030
C -3.55798 0.75479 -1.59418
C -4.93906 0.82759 -1.53583
C -5.64249 1.00461 -2.71873
C -4.98379 1.10940 -3.93364
C -3.60187 1.04545 -4.00466
C -2.88602 0.86129 -2.83312
C 1.94075 -0.46470 -4.61501
C 1.58206 -0.59582 -6.09447
C 2.42805 0.97448 -4.40348
C 3.08566 -1.42009 -4.27472
H -1.49930 -3.41024 -5.38173
H 0.17050 -3.04833 -5.78654
H -1.05571 -1.76966 -5.83845
H -2.34254 -3.15647 -3.12000
H -2.44422 -1.47806 -3.63181
H -1.67369 -1.88427 -2.08827
H -0.31893 -4.45231 -3.28044
H 0.41437 -3.33808 -2.11704
H 1.23975 -3.70540 -3.63100
H -1.07182 0.49040 -4.62537
H 0.03977 1.52646 -3.68690
H -3.61665 -0.60216 0.79383
H -3.74537 1.14472 1.02334
H -3.33128 2.91065 1.99063
H -1.58218 2.96070 2.19740
H -2.65035 3.52547 3.48651
H -4.58642 0.69274 2.89705
H -4.43158 1.84744 4.21063
H -3.96356 0.17307 4.45798
H -2.13177 2.04927 5.33003
H -1.56433 0.41029 5.02505
H -0.69138 1.79522 4.34721
H -0.37439 -1.15731 4.21227
H 0.49528 -1.49690 2.70344
H -0.28296 -2.80623 3.60046
H -2.89509 -1.74208 4.23570
H -2.82693 -3.17572 3.22234
H -3.78684 -1.79158 2.71315
H -0.71619 -1.80029 0.52256
H -2.37674 -2.42870 0.60756
H -1.07160 -3.32020 1.37845
H -5.46830 0.75988 -0.59635
H -6.72025 1.05419 -2.69199
H -5.55648 1.24325 -4.83936
H -3.10823 1.14044 -4.96221
H 0.65067 -0.09004 -6.33186
H 1.51142 -1.63060 -6.40884
H 2.37234 -0.12915 -6.68235
H 1.78444 1.68800 -4.91242
H 3.42863 1.08270 -4.81584
H 2.47619 1.23756 -3.35249
H 2.79200 -2.45400 -4.43767
H 3.37248 -1.29748 -3.23137
H 3.95210 -1.21368 -4.90057
O 0.77746 1.91489 1.15603
S 1.98097 2.43093 1.90045
C 1.82745 1.57086 3.54791
C 3.16726 1.07296 4.06959
C 3.64345 -0.25471 3.46261
C 4.29463 -0.11679 2.09252
S 3.27751 -0.71004 0.66748
O 1.85056 -0.44985 1.08413
C 3.33059 -2.50659 0.90343
C 2.22031 -3.15565 0.35519
C 2.15493 -4.53122 0.30698
C 3.21855 -5.29229 0.78270
C 4.33913 -4.65181 1.29624
C 4.40554 -3.27232 1.35135
C 1.29364 4.05957 2.29813
C 1.20212 4.66011 3.54781
C 0.54835 5.87372 3.67476
C 0.02160 6.51200 2.56034
C 0.16944 5.93794 1.30184
C 0.80620 4.72342 1.17054
H 1.15051 0.75063 3.32037
H 1.37196 2.25098 4.26196
H 3.06731 0.93102 5.14993
H 3.92579 1.84472 3.90998
H 2.79689 -0.94199 3.39547
H 4.36843 -0.69519 4.14980
H 5.23251 -0.65943 2.01228
H 4.47446 0.92310 1.83159
H 1.41401 -2.54386 -0.03906
H 1.29124 -5.02192 -0.11629
H 3.17872 -6.36971 0.74217
H 5.17496 -5.24070 1.64398
H 5.29769 -2.80376 1.73948
H 1.62787 4.19913 4.42483
H 0.44367 6.32635 4.65012
H -0.49489 7.45325 2.66780
H -0.22112 6.44261 0.42814
H 0.91812 4.25422 0.20063
O 1.54580 2.27595 -1.27791
N 2.35818 1.40784 -0.87555
O 3.29119 1.65969 -0.09930
O 2.24867 0.24912 -1.38590
```

The energy above the lowest of the compared OMol25 structures with the same formula, charge and spin is 196.3 kJ/mol. The value obtained for the HOMO energy (spin up / spin down) is -6.2 / -5.8 eV. The value obtained for the orbital gap (spin up / spin down) is 6.53 / 6.15 eV. Its total charge is 0.

Mulliken population analysis, charges in e, atoms 1 to 2: atom 1 (Ti): 1.644, atom 2 (C): -1.920

=====

# C42H55BrMgN8OS2SeSi4Te

A molecular structure, C42H55BrMgN8OS2SeSi4Te (ωB97M-V/def2-TZVPD, the Open Molecules 2025 dataset).

The geometry in XYZ format:
```
116
Properties=species:S:1:pos:R:3
Mg 0.10088 0.50334 0.54754
Br -0.59010 12.88749 -4.22515
C -0.33769 11.30774 -3.21334
C 0.33113 11.37408 -2.00408
C 0.50771 10.20910 -1.27271
C 0.02608 8.99862 -1.74735
C -0.64591 8.94761 -2.96472
C -0.82846 10.10321 -3.70097
N 0.27974 7.86463 -0.91542
N -0.12020 6.78585 -1.38863
C 0.10946 5.64187 -0.59086
C 0.65508 5.67090 0.67157
C 0.87610 4.50552 1.40937
C 0.55907 3.25499 0.89664
O 0.76986 2.13642 1.53531
C -0.04157 3.21980 -0.41441
N -0.35975 1.98666 -0.89463
C -0.86512 1.87162 -2.09706
C -1.11654 2.98713 -2.91468
C -0.81902 4.23438 -2.44683
C -0.25800 4.38968 -1.15699
H 0.70895 12.31879 -1.64014
H 1.02843 10.22423 -0.32442
H -1.01741 7.99940 -3.32662
H -1.34613 10.07462 -4.64932
H 0.92077 6.63347 1.08805
H 1.31518 4.56059 2.39828
H -1.05583 0.86246 -2.44634
H -1.53320 2.84223 -3.90137
H -0.99223 5.11412 -3.04994
N -1.08134 1.74284 3.68054
C -1.85024 0.72806 3.25683
S -2.32358 0.65648 1.63039
N -2.21323 -0.16220 4.20121
C -2.91982 -1.38840 4.08488
C -2.50970 -2.41628 4.92990
C -3.14650 -3.64479 4.89619
C -4.19630 -3.85781 4.01403
C -4.60622 -2.82646 3.18394
C -3.98269 -1.58690 3.21584
H -0.51989 2.19833 2.95548
H -0.66223 1.69407 4.59704
H -1.74152 -0.06264 5.08886
H -1.67587 -2.25596 5.60413
H -2.81324 -4.43745 5.55282
H -4.68694 -4.82060 3.97271
H -5.42599 -2.97892 2.49442
H -4.31530 -0.79278 2.56720
C 0.39128 -1.89845 -4.77234
Si 0.28287 -3.53904 -3.86837
C -0.66170 -4.75775 -4.95030
C 2.02283 -4.19815 -3.63179
Si -0.70263 -3.20058 -1.76826
Te 0.98963 -1.71924 -0.67056
Si -2.94086 -2.56056 -2.03282
C -3.79650 -2.12170 -0.42569
C -3.79718 -4.09333 -2.72090
C -3.26363 -1.15656 -3.24020
Si -0.70169 -5.15646 -0.46839
C 1.01893 -5.45886 0.21536
C -1.19455 -6.69319 -1.43611
C -1.88355 -4.96105 0.98424
H 0.99765 -2.00417 -5.67551
H 0.85839 -1.14163 -4.13829
H -0.59306 -1.53553 -5.07109
H -0.08587 -4.97726 -5.85276
H -1.62642 -4.35450 -5.26396
H -0.84858 -5.70044 -4.43379
H 2.49242 -4.36740 -4.60397
H 2.02409 -5.14399 -3.08580
H 2.63099 -3.48767 -3.07101
H -3.79371 -2.96502 0.26521
H -4.83568 -1.84817 -0.63099
H -3.31765 -1.28459 0.08252
H -3.85002 -4.88531 -1.97156
H -3.28250 -4.49835 -3.59384
H -4.82000 -3.84620 -3.01680
H -2.98282 -0.18248 -2.83597
H -4.33710 -1.12976 -3.44547
H -2.74415 -1.29187 -4.18891
H 1.74169 -5.61707 -0.58754
H 1.01863 -6.34640 0.85391
H 1.36209 -4.60238 0.79769
H -0.47475 -6.89552 -2.23156
H -2.17810 -6.59712 -1.89765
H -1.21357 -7.56485 -0.77700
H -1.78149 -3.98349 1.46188
H -1.68972 -5.72886 1.73817
H -2.92394 -5.06005 0.66766
C 4.41401 2.77146 1.69407
N 4.44538 1.38391 1.28961
C 3.92699 0.89598 0.12918
Se 3.10119 1.78624 -1.22109
N 4.12174 -0.44915 0.16272
C 4.78496 -0.82642 1.31460
C 5.21445 -2.05195 1.78892
C 5.87179 -2.06020 3.01281
C 6.08488 -0.88468 3.73349
C 5.64788 0.34574 3.25625
C 5.00047 0.35092 2.03274
H 4.02615 3.35345 0.86060
H 5.42052 3.10607 1.94529
H 3.75515 2.89980 2.55471
H 3.75830 -1.04809 -0.56517
H 5.04483 -2.96317 1.23199
H 6.22700 -2.99920 3.41416
H 6.59991 -0.93072 4.68331
H 5.81145 1.25867 3.81303
S 2.41447 -1.20799 4.38765
C 1.20483 -2.32875 3.92663
C 0.44488 -1.80407 2.93606
N 0.78324 -0.52603 2.56519
C 1.80593 -0.09826 3.24509
H 1.13481 -3.30496 4.37412
H -0.37357 -2.29801 2.43541
H 2.22759 0.88524 3.10398
```

The energy above the lowest of the compared OMol25 structures with the same formula, charge and spin is 0.0 kJ/mol. The value obtained for the HOMO energy is -6.8 eV. The value obtained for the orbital gap is 6.40 eV. Its total charge is 0.

Mulliken population analysis, charges in e, atoms 1 to 2: atom 1 (Mg): 0.899, atom 2 (Br): -0.193

=====

# C5H7NO3

A single C5H7NO3 molecule (ωB97M-V/def2-TZVPD, the Open Molecules 2025 dataset).

The geometry in XYZ format:
```
16
Properties=species:S:1:pos:R:3
C -2.05822 2.52848 -0.89873
C -1.42740 1.55795 -0.55023
C -0.66130 0.36516 -0.19232
C 0.50088 0.09368 -1.16079
N 1.33694 -0.88920 -0.49498
O -0.11219 0.53544 1.12684
C 0.62951 -0.43101 1.65782
O 1.51723 -0.20157 2.44127
O -0.09652 -1.84081 1.58691
H -2.73639 3.31984 -1.16823
H -1.32424 -0.50992 -0.15456
H 1.05978 1.02612 -1.31408
H 0.07536 -0.24522 -2.11850
H 2.24148 -1.03298 -0.92645
H 0.73107 -1.88168 -0.08965
H 0.32402 -2.39429 2.25569
```

As for the SMILES: C#C[C@@H](CN)OC(=O)O. The energy above the lowest of the compared OMol25 structures with the same formula, charge and spin is 434.1 kJ/mol. The value obtained for the HOMO energy is -9.6 eV. The value obtained for the orbital gap is 10.30 eV. Its total charge is 0.

natural (NBO) population analysis, charges in e, atoms 1 to 2: atom 1 (C): -0.183, atom 2 (C): -0.042

=====

# C7H11N6O

A gas-phase ion, C7H11N6O (charge +1) (ωB97M-V/def2-TZVPD, the Open Molecules 2025 dataset).

The geometry in XYZ format:
```
25
Properties=species:S:1:pos:R:3
C 3.37375 -1.77670 -1.83269
C 2.07510 -1.04676 -1.58229
N 1.90389 0.14244 -1.99488
N 0.93426 0.95672 -1.64375
C 0.21788 0.98737 -0.67763
N -0.67825 1.69131 -0.04200
C -0.88207 3.10986 -0.26745
N -1.47662 1.04095 0.92893
C -1.45088 -0.21609 1.32140
C -2.44765 -0.63302 2.43792
N -0.67418 -1.15171 0.79154
N 0.59051 -0.85352 0.23008
C 0.92311 -1.73927 -0.78023
O 0.31542 -2.71789 -1.12800
H 3.36244 -2.02008 -2.84000
H 3.25198 -2.52192 -1.09640
H 4.11623 -1.01651 -1.68452
H -0.74112 3.39859 -1.37266
H -1.76218 3.50929 0.18774
H -0.11801 3.75201 0.11281
H -2.12597 1.59876 1.43205
H -3.08909 0.14253 2.66901
H -1.92836 -0.91880 3.39754
H -2.87067 -1.62917 2.21141
H -0.81951 -2.08838 1.22206
```

As for the SMILES: CC1=N\[N+]#CN(C)N\C(C)=[NH+]/N=C/1[O-]. The energy above the lowest of the compared OMol25 structures with the same formula, charge and spin is 566.0 kJ/mol. The value obtained for the HOMO energy is -12.6 eV. The value obtained for the orbital gap is 8.65 eV. Its total charge is +1.

natural (NBO) population analysis, charges in e, atoms 1 to 2: atom 1 (C): -0.643, atom 2 (C): 0.288